Model 1:
{
  "formula": "C6H9NO",
  "method": "wB97M-V/def2-TZVPD",
  "homo_ev": -7.554,
  "smiles": "O[C@]12C[C@@H]3CN3[C@@H]1C2",
  "gap_ev": 8.2,
  "symbols": ["O", "C", "C", "C", "C", "N", "C", "C", "H", "H", "H", "H", "H", "H", "H", "H", "H"],
  "positions_angstrom": [[1.051, -0.571, -1.430], [0.914, -0.072, -0.135], [0.274, -0.990, 0.902], [-1.304, -0.623, 0.654], [-1.640, -0.404, -0.783], [-1.409, 0.680, -0.114], [-0.093, 1.125, 0.151], [1.445, 1.419, -0.076], [1.929, -0.600, -1.806], [0.790, -0.462, 1.934], [0.474, -2.158, 0.946], [-2.182, -1.013, 1.297], [-0.859, -0.764, -1.436], [-2.831, -0.438, -1.134], [-0.091, 1.250, 1.279], [1.831, 1.997, 0.875], [1.701, 1.624, -1.124]]
}

Model 2:
{
  "formula": "C6H9NO",
  "method": "wB97M-V/def2-TZVPD",
  "homo_ev": [-7.808, -7.800],
  "gap_ev": [7.5, 7.5],
  "symbols": ["C", "C", "C", "C", "C", "C", "N", "O", "H", "H", "H", "H", "H", "H", "H", "H", "H"],
  "positions_angstrom": [[-0.309, 0.071, 0.651], [1.779, -0.679, -1.620], [1.823, -0.025, -0.542], [-1.674, -0.331, 0.693], [2.521, 0.829, 0.362], [-2.588, 0.480, -0.174], [-0.888, 0.450, 1.721], [-2.080, -1.616, 0.969], [2.669, -0.719, -2.252], [0.885, -1.058, -2.009], [3.580, 0.719, 0.444], [2.274, 0.378, 1.442], [1.925, 1.768, 0.338], [-3.490, 0.715, 0.338], [-3.123, -0.131, -0.918], [-1.977, 1.325, -0.696], [-1.329, -2.178, 1.255]]
}

Model 3:
{
  "formula": "C6H9NO",
  "method": "wB97M-V/def2-TZVPD",
  "homo_ev": -9.258,
  "smiles": "O[C@H]1C=C[C@]2(CN2)C1",
  "gap_ev": 10.1,
  "symbols": ["O", "C", "C", "C", "C", "C", "N", "C", "H", "H", "H", "H", "H", "H", "H", "H", "H"],
  "positions_angstrom": [[-0.205, -0.570, -2.622], [-0.435, 0.246, -1.475], [-1.421, -0.430, -0.607], [-1.038, -0.256, 0.671], [0.428, 0.206, 0.885], [0.713, 0.977, 2.065], [0.827, -0.556, 2.072], [0.812, 0.244, -0.579], [0.142, 0.085, -3.179], [-0.898, 1.171, -1.861], [-2.402, -1.002, -0.954], [-1.619, -0.424, 1.596], [-0.095, 1.436, 2.618], [1.632, 1.536, 2.120], [1.852, -0.677, 2.049], [1.291, -0.665, -0.892], [1.588, 1.065, -0.783]]
}

Name the least stable of them. model 1.

Model 1:
{
  "formula": "C6H9NO",
  "method": "wB97M-V/def2-TZVPD",
  "homo_ev": [-7.377, -7.380],
  "gap_ev": [6.5, 6.5],
  "symbols": ["C", "C", "C", "C", "C", "C", "O", "N", "H", "H", "H", "H", "H", "H", "H", "H", "H"],
  "positions_angstrom": [[-1.023, -1.438, 1.021], [-0.890, -0.092, 0.366], [0.724, 1.405, 0.112], [-0.235, 1.020, 1.026], [0.516, 0.154, -1.035], [1.366, -0.894, -1.069], [-1.992, 0.141, -0.427], [1.635, 2.281, -0.008], [-2.031, 1.098, -0.582], [1.976, 2.451, -0.948], [-0.351, 1.331, 2.055], [0.080, 0.491, -1.972], [-1.409, -2.189, 0.332], [-0.075, -1.765, 1.442], [-1.742, -1.327, 1.840], [1.779, -1.306, -0.154], [1.673, -1.362, -1.999]]
}

Model 2:
{
  "formula": "C6H9NO",
  "method": "wB97M-V/def2-TZVPD",
  "homo_ev": -9.837,
  "smiles": "C#CC(C)(C)C(N)=O",
  "gap_ev": 10.6,
  "symbols": ["C", "C", "C", "C", "C", "C", "N", "O", "H", "H", "H", "H", "H", "H", "H", "H", "H"],
  "positions_angstrom": [[-2.296, -0.119, 1.919], [-1.347, -0.055, 1.178], [-0.077, 0.018, -0.011], [-0.445, -1.084, -1.001], [-0.171, 1.441, -0.555], [1.049, -0.236, 0.881], [2.098, -0.260, -0.325], [1.303, -0.521, 1.994], [-3.094, -0.242, 2.600], [-1.488, -0.963, -1.284], [0.167, -0.999, -1.897], [-0.319, -2.068, -0.554], [0.129, 2.168, 0.197], [-1.206, 1.643, -0.821], [0.469, 1.545, -1.429], [2.348, 0.580, -0.825], [2.879, -0.848, -0.068]]
}

Name the least stable of them. model 1.

Model 1:
{
  "formula": "C6H9NO",
  "method": "wB97M-V/def2-TZVPD",
  "homo_ev": -8.905,
  "gap_ev": 6.6,
  "symbols": ["C", "C", "C", "C", "C", "C", "H", "H", "H", "H", "H", "H", "H", "H", "H", "N", "O"],
  "positions_angstrom": [[-0.027, -0.108, -1.233], [1.163, 0.653, -0.740], [0.823, 1.372, 0.384], [-0.478, 0.931, 0.722], [-0.986, 1.559, 1.754], [-0.957, -0.233, 0.008], [-0.618, -1.971, -1.836], [1.223, -1.873, -1.331], [-0.637, 0.340, -1.971], [2.165, 0.045, -1.206], [1.737, 1.446, 1.511], [-0.635, 2.141, 2.613], [-1.855, 1.034, 2.580], [-2.011, -0.494, -0.062], [1.372, -2.001, 0.034], [0.349, -1.257, -1.869], [-0.628, -1.584, 0.642]]
}

Model 2:
{
  "formula": "C6H9NO",
  "method": "wB97M-V/def2-TZVPD",
  "homo_ev": -8.792,
  "smiles": "C[C@]12CON=C[C@@H]1C2",
  "gap_ev": 9.7,
  "symbols": ["C", "C", "C", "O", "N", "C", "C", "C", "H", "H", "H", "H", "H", "H", "H", "H", "H"],
  "positions_angstrom": [[1.120, 0.555, 1.457], [0.768, 0.434, -0.045], [-0.311, 1.324, -0.566], [-1.564, 0.652, -0.336], [-1.652, -0.491, 0.475], [-0.737, -1.366, 0.332], [0.348, -0.983, -0.654], [1.718, -0.490, -0.800], [1.936, 1.288, 1.514], [1.461, -0.403, 1.831], [0.213, 0.815, 1.974], [-0.356, 2.314, -0.139], [-0.092, 1.419, -1.600], [-0.729, -2.223, 1.043], [-0.294, -0.728, -1.551], [1.986, -0.229, -1.819], [2.517, -0.882, -0.228]]
}

Name the least stable of them. model 1.

Model 1:
{
  "formula": "C6H9NO",
  "method": "wB97M-V/def2-TZVPD",
  "homo_ev": -9.361,
  "smiles": "C1[C@H]2CN2[C@@H]2CO[C@@H]12",
  "gap_ev": 10.5,
  "symbols": ["C", "C", "C", "N", "C", "C", "O", "C", "H", "H", "H", "H", "H", "H", "H", "H", "H"],
  "positions_angstrom": [[0.555, -0.766, 1.353], [-0.966, -0.381, 1.348], [-1.302, 1.077, 1.202], [-1.436, 0.213, -0.027], [-0.117, 0.439, -0.644], [0.612, 0.288, -1.950], [1.731, -0.238, -1.145], [0.690, -0.711, -0.155], [1.210, -0.102, 1.909], [0.732, -1.776, 1.772], [-1.651, -1.043, 1.869], [-2.212, 1.512, 1.640], [-0.498, 1.783, 1.074], [0.415, 1.323, -0.264], [0.844, 1.220, -2.449], [0.211, -0.455, -2.628], [0.323, -1.716, -0.505]]
}

Model 2:
{
  "formula": "C6H9NO",
  "method": "wB97M-V/def2-TZVPD",
  "homo_ev": -8.916,
  "smiles": "C=C[C@]1(C)N=C1OC",
  "gap_ev": 9.7,
  "symbols": ["C", "C", "C", "C", "N", "C", "O", "C", "H", "H", "H", "H", "H", "H", "H", "H", "H"],
  "positions_angstrom": [[2.012, 1.100, 0.179], [1.052, 0.850, -0.702], [0.193, -0.590, -0.822], [0.732, -1.762, -0.064], [-0.666, -0.695, -2.015], [-1.148, -0.163, -0.947], [-2.208, 0.376, -0.416], [-2.103, 0.731, 0.971], [2.213, 0.446, 1.016], [2.704, 1.921, 0.052], [0.907, 1.508, -1.554], [1.719, -2.024, -0.447], [0.054, -2.610, -0.186], [0.818, -1.530, 1.000], [-1.307, 1.463, 1.119], [-3.077, 1.137, 1.240], [-1.898, -0.158, 1.575]]
}

Name the least stable of them. model 1.

Model 1:
{
  "formula": "C6H9NO",
  "method": "wB97M-V/def2-TZVPD",
  "homo_ev": -9.450,
  "smiles": "C=C(C#N)OC(C)C",
  "gap_ev": 10.0,
  "symbols": ["C", "C", "C", "N", "O", "C", "C", "C", "H", "H", "H", "H", "H", "H", "H", "H", "H"],
  "positions_angstrom": [[2.722, 0.039, -0.906], [1.403, 0.239, -0.878], [0.585, 0.756, -1.992], [-0.002, 1.441, -2.732], [0.776, -0.208, 0.257], [-0.581, 0.106, 0.396], [-1.644, -0.983, -0.054], [-0.758, 0.283, 1.913], [3.125, -0.412, -0.019], [3.160, 0.259, -1.882], [-0.740, 1.058, -0.115], [-1.287, -1.950, 0.122], [-2.690, -0.904, 0.405], [-1.763, -0.801, -1.179], [-0.121, -0.404, 2.336], [-1.859, 0.232, 2.126], [-0.327, 1.246, 2.203]]
}

Model 2:
{
  "formula": "C6H9NO",
  "method": "wB97M-V/def2-TZVPD",
  "homo_ev": -8.534,
  "smiles": "Nc1ccccc1.O",
  "gap_ev": 9.4,
  "symbols": ["N", "C", "C", "C", "C", "C", "C", "H", "H", "H", "H", "H", "H", "H", "O", "H", "H"],
  "positions_angstrom": [[-2.118, 1.106, -0.790], [-1.018, 0.481, -0.180], [-0.014, 1.243, 0.416], [0.968, 0.731, 1.253], [1.037, -0.677, 1.308], [0.064, -1.485, 0.732], [-0.985, -0.880, 0.040], [-3.002, 0.996, -0.366], [-1.921, 2.057, -1.038], [-0.002, 2.283, 0.082], [1.633, 1.360, 1.818], [1.720, -1.132, 2.017], [0.171, -2.557, 0.701], [-1.675, -1.536, -0.483], [1.845, -0.943, -2.043], [2.262, -0.095, -1.952], [1.034, -0.952, -1.515]]
}

Model 3:
{
  "formula": "C6H9NO",
  "method": "wB97M-V/def2-TZVPD",
  "homo_ev": -8.258,
  "smiles": "C=C(C)/C=C\\NC=O",
  "gap_ev": 9.0,
  "symbols": ["C", "C", "C", "C", "C", "N", "C", "O", "H", "H", "H", "H", "H", "H", "H", "H", "H"],
  "positions_angstrom": [[2.351, -0.119, 1.615], [1.274, -0.256, 0.742], [1.186, -1.221, -0.443], [0.104, 0.708, 0.891], [-1.007, 0.957, 0.198], [-1.497, 0.241, -0.865], [-2.695, 0.445, -1.517], [-3.125, -0.266, -2.385], [2.124, 0.433, 2.505], [3.362, -0.579, 1.411], [0.753, -0.657, -1.268], [2.182, -1.550, -0.802], [0.458, -1.984, -0.195], [0.299, 1.360, 1.806], [-1.715, 1.616, 0.685], [-0.823, -0.516, -1.104], [-3.231, 1.390, -1.275]]
}

Model 4:
{
  "formula": "C6H9NO",
  "method": "wB97M-V/def2-TZVPD",
  "homo_ev": -7.945,
  "gap_ev": 8.0,
  "symbols": ["C", "C", "C", "C", "C", "C", "H", "H", "H", "H", "H", "H", "H", "H", "H", "N", "O"],
  "positions_angstrom": [[0.929, -0.033, -0.305], [1.029, 1.422, -0.437], [0.256, 0.841, 0.779], [-1.284, 0.497, 0.677], [-1.619, 0.227, -0.841], [-0.406, -0.808, -0.534], [1.299, -2.279, -0.223], [2.690, -0.572, 1.143], [1.940, 1.882, -0.145], [0.214, 1.757, -1.071], [1.000, 1.084, 1.658], [-2.075, 0.809, 1.468], [-1.553, 0.993, -1.556], [-2.642, -0.248, -0.975], [-0.359, -1.699, -1.233], [1.902, -0.901, -0.150], [-0.907, -1.036, 0.742]]
}

Name the least stable of them. model 4.

Model 1:
{
  "formula": "C4H8N",
  "method": "wB97M-V/def2-TZVPD",
  "charge": 1,
  "homo_ev": -15.702,
  "gap_ev": 11.8,
  "symbols": ["C", "C", "C", "C", "N", "H", "H", "H", "H", "H", "H", "H", "H"],
  "positions_angstrom": [[-0.516, 1.601, 0.278], [0.448, 0.781, -0.056], [2.352, 0.008, 0.030], [-1.686, -0.648, 0.082], [-0.846, 0.364, -0.514], [-1.111, 2.487, 0.721], [2.516, -0.682, 0.800], [2.641, 1.010, 0.178], [2.529, -0.506, -0.912], [-2.189, -1.402, -0.581], [-1.072, -1.393, 0.712], [-2.453, -0.135, 0.705], [-1.135, 0.414, -1.508]]
}

Model 2:
{
  "formula": "C4H8N",
  "method": "wB97M-V/def2-TZVPD",
  "charge": 1,
  "homo_ev": -14.473,
  "gap_ev": 7.0,
  "symbols": ["C", "C", "C", "N", "C", "H", "H", "H", "H", "H", "H", "H", "H"],
  "positions_angstrom": [[0.046, 2.442, 0.468], [-0.431, 0.929, 0.129], [-0.232, 0.067, -0.886], [-0.089, -1.392, -0.821], [-0.002, -2.186, 0.438], [1.053, 2.691, 0.116], [0.179, 2.583, 1.570], [-0.775, 3.199, 0.305], [-0.606, -1.499, 1.161], [-0.353, 0.215, -1.921], [0.609, -1.679, -1.530], [1.031, -2.190, 0.791], [-0.431, -3.179, 0.181]]
}

Name the least stable of them. model 1.